Record 1
{"formula": "C18H54BF4O9", "method": "wB97M-V/def2-TZVPD", "species": ["B", "F", "F", "F", "F", "C", "C", "O", "H", "H", "H", "H", "H", "H", "C", "C", "O", "H", "H", "H", "H", "H", "H", "C", "C", "O", "H", "H", "H", "H", "H", "H", "C", "C", "O", "H", "H", "H", "H", "H", "H", "C", "C", "O", "H", "H", "H", "H", "H", "H", "C", "C", "O", "H", "H", "H", "H", "H", "H", "C", "C", "O", "H", "H", "H", "H", "H", "H", "C", "C", "O", "H", "H", "H", "H", "H", "H", "C", "C", "O", "H", "H", "H", "H", "H", "H"], "coordinates": [[-0.788, 0.052, 0.010], [-0.052, -0.716, -0.902], [-1.995, -0.606, 0.246], [-0.034, 0.109, 1.223], [-1.033, 1.349, -0.465], [1.860, 4.858, 0.572], [0.911, 3.697, 0.444], [1.473, 2.541, 1.072], [1.325, 5.786, 0.358], [2.655, 4.732, -0.162], [2.218, 4.928, 1.598], [0.690, 3.457, -0.602], [-0.060, 3.904, 0.918], [0.852, 1.814, 0.911], [-3.805, -3.749, -1.541], [-2.338, -3.434, -1.492], [-1.589, -4.630, -1.628], [-4.020, -4.337, -2.438], [-4.381, -2.830, -1.667], [-4.148, -4.313, -0.674], [-2.029, -2.933, -0.568], [-2.104, -2.691, -2.270], [-0.669, -4.435, -1.368], [4.669, -0.974, -0.977], [3.417, -0.152, -0.652], [2.766, -0.784, 0.450], [5.250, -0.443, -1.730], [4.290, -1.938, -1.295], [5.262, -1.030, -0.065], [2.718, -0.138, -1.496], [3.663, 0.881, -0.383], [1.844, -0.495, 0.440], [-0.314, -1.890, 5.595], [0.099, -1.437, 4.208], [-1.069, -1.180, 3.460], [-0.877, -1.104, 6.101], [0.548, -2.156, 6.211], [-0.975, -2.758, 5.564], [0.721, -2.166, 3.671], [0.746, -0.551, 4.296], [-0.797, -0.772, 2.619], [0.879, -3.097, 0.721], [1.796, -3.447, -0.418], [1.206, -4.527, -1.176], [-0.058, -2.639, 0.388], [1.354, -2.344, 1.352], [0.571, -3.942, 1.338], [2.758, -3.796, -0.025], [1.953, -2.590, -1.076], [1.764, -4.714, -1.936], [-1.122, 2.658, 3.780], [-1.359, 2.058, 5.160], [-1.144, 3.081, 6.129], [-1.127, 1.839, 3.060], [-0.118, 3.093, 3.745], [-1.799, 3.459, 3.492], [-0.701, 1.193, 5.284], [-2.383, 1.664, 5.191], [-1.115, 2.664, 6.997], [3.424, -2.342, -3.902], [1.921, -2.359, -3.683], [1.298, -1.654, -4.748], [3.882, -3.125, -3.292], [3.866, -1.369, -3.718], [3.592, -2.636, -4.941], [1.664, -1.928, -2.705], [1.509, -3.377, -3.627], [0.498, -1.221, -4.370], [-0.443, 1.525, -4.935], [-0.636, 0.952, -3.555], [-0.950, -0.440, -3.635], [0.012, 2.516, -4.907], [-1.398, 1.637, -5.454], [0.215, 0.895, -5.533], [-1.356, 1.481, -2.926], [0.285, 1.057, -2.965], [-1.127, -0.728, -2.727], [-4.480, 4.571, -0.059], [-3.071, 4.210, 0.417], [-3.114, 2.835, 0.788], [-4.573, 5.590, -0.437], [-5.156, 4.403, 0.777], [-4.702, 3.896, -0.886], [-2.784, 4.804, 1.291], [-2.337, 4.331, -0.386], [-2.297, 2.395, 0.518]], "mulliken_charge": [0.34, 0.41, -0.35, -0.03, -0.28, -1.51, 0.79, -0.59, 0.37, 0.35, 0.34, 0.09, -0.12, 0.11, -1.46, 1.07, -0.63, 0.36, 0.35, 0.35, -0.21, -0.22, 0.39, -1.28, 0.58, -0.58, 0.38, 0.11, 0.39, -0.31, 0.40, -0.04, -1.43, 0.20, -0.62, 0.27, 0.37, 0.36, 0.21, 0.23, 0.22, -1.02, 1.51, -0.70, -0.25, 0.28, 0.46, 0.41, -1.03, 0.30, -0.61, 0.02, -0.55, 0.03, 0.30, 0.26, -0.06, 0.28, 0.30, -1.31, 0.80, -0.68, 0.30, 0.23, 0.44, -0.40, 0.20, 0.46, -1.34, 0.44, -0.80, 0.38, 0.32, 0.31, 0.40, -0.08, 0.09, -1.34, 0.07, -0.52, 0.37, 0.30, 0.31, 0.22, 0.27, 0.25], "e_tot_ha": -1819.96322, "relative_energy_kj_mol": 0.0, "total_charge": -1, "homo_lumo_gap_ev": 9.758, "homo_energy_ev": -7.0408, "lumo_energy_ev": 2.72}

=====

Record 2
{"formula": "C18H54BeO9S9", "method": "wB97M-V/def2-TZVPD", "species": ["Be", "C", "S", "O", "C", "H", "H", "H", "H", "H", "H", "C", "S", "O", "C", "H", "H", "H", "H", "H", "H", "C", "S", "O", "C", "H", "H", "H", "H", "H", "H", "C", "S", "O", "C", "H", "H", "H", "H", "H", "H", "C", "S", "O", "C", "H", "H", "H", "H", "H", "H", "C", "S", "O", "C", "H", "H", "H", "H", "H", "H", "C", "S", "O", "C", "H", "H", "H", "H", "H", "H", "C", "S", "O", "C", "H", "H", "H", "H", "H", "H", "C", "S", "O", "C", "H", "H", "H", "H", "H", "H"], "coordinates": [[0.054, 0.097, 0.080], [-2.512, -1.378, 4.170], [-2.067, -1.933, 2.512], [-0.898, -1.124, 2.068], [-1.479, -3.577, 2.986], [-1.645, -1.567, 4.805], [-3.395, -1.893, 4.538], [-2.664, -0.304, 4.103], [-0.965, -3.977, 2.117], [-2.273, -4.254, 3.295], [-0.817, -3.429, 3.840], [-3.850, 2.644, 0.069], [-2.190, 3.061, -0.450], [-1.570, 1.735, -0.747], [-2.622, 3.691, -2.086], [-3.759, 2.235, 1.079], [-4.222, 1.751, -0.441], [-4.586, 3.442, 0.014], [-1.795, 4.185, -2.587], [-3.462, 4.378, -1.982], [-2.963, 2.797, -2.607], [1.407, -0.522, -4.685], [-0.106, -0.213, -3.770], [0.248, -0.221, -2.331], [-0.254, 1.510, -4.265], [1.251, -0.345, -5.749], [1.752, -1.551, -4.573], [2.197, 0.113, -4.280], [0.732, 1.964, -4.343], [-0.846, 2.036, -3.520], [-0.774, 1.601, -5.219], [-3.854, -2.791, -0.449], [-3.491, -1.021, -0.405], [-2.003, -0.875, -0.524], [-4.012, -0.643, -2.091], [-3.164, -3.235, 0.268], [-3.661, -3.214, -1.430], [-4.831, -2.958, 0.003], [-5.082, -0.757, -2.265], [-3.523, -1.432, -2.668], [-3.608, 0.301, -2.441], [0.958, -4.547, -0.603], [-0.240, -3.227, -0.460], [0.631, -2.077, -0.036], [-0.559, -3.085, -2.225], [1.370, -4.782, 0.376], [1.796, -4.219, -1.225], [0.567, -5.422, -1.121], [-1.324, -2.332, -2.361], [-0.839, -4.084, -2.567], [0.362, -2.834, -2.747], [4.643, -1.529, -2.335], [3.753, -0.052, -1.754], [2.509, -0.574, -1.131], [4.868, 0.428, -0.397], [5.669, -1.343, -2.639], [4.005, -1.823, -3.167], [4.609, -2.250, -1.519], [5.913, 0.211, -0.626], [4.678, -0.166, 0.493], [4.696, 1.494, -0.287], [3.001, -2.329, 1.642], [2.777, -0.694, 2.376], [1.876, 0.117, 1.492], [1.893, -1.267, 3.820], [2.926, -2.258, 0.561], [2.191, -2.964, 1.996], [3.949, -2.734, 1.998], [1.686, -0.460, 4.518], [2.523, -1.968, 4.375], [0.986, -1.790, 3.524], [-1.335, 3.670, 3.322], [-0.086, 2.449, 2.945], [-0.605, 1.757, 1.723], [-0.432, 1.352, 4.327], [-1.373, 4.366, 2.478], [-1.037, 4.278, 4.177], [-2.371, 3.339, 3.405], [-0.233, 0.317, 4.075], [-1.456, 1.500, 4.655], [0.300, 1.580, 5.107], [1.343, 4.467, 0.547], [2.206, 3.057, -0.176], [1.152, 2.021, -0.361], [2.418, 3.817, -1.785], [1.862, 5.387, 0.266], [1.268, 4.417, 1.626], [0.395, 4.496, 0.008], [2.698, 3.078, -2.533], [3.207, 4.566, -1.690], [1.508, 4.316, -2.123]], "mulliken_charge": [1.23, -1.05, 0.58, -0.46, -1.04, 0.36, 0.48, 0.16, 0.12, 0.46, 0.43, -0.91, 0.66, -0.70, -1.16, 0.16, 0.09, 0.54, 0.23, 0.49, 0.25, -1.08, 0.40, -0.17, -0.63, 0.49, 0.32, 0.20, 0.31, -0.19, 0.50, -0.70, 0.39, -0.35, -0.84, 0.11, 0.33, 0.45, 0.45, 0.40, 0.00, -1.29, 0.85, -0.54, -0.73, 0.36, 0.30, 0.49, -0.18, 0.67, 0.16, -1.07, 0.36, -0.26, -0.75, 0.44, 0.24, 0.28, 0.51, 0.00, 0.24, -0.57, 0.27, -0.21, -0.52, -0.12, 0.23, 0.63, 0.34, 0.54, -0.30, -1.25, 0.36, -0.14, -0.32, 0.33, 0.46, 0.40, -0.54, 0.36, 0.50, -0.85, 0.39, -0.23, -1.04, 0.54, 0.28, 0.08, 0.21, 0.50, 0.31], "e_tot_ha": -4993.08446, "relative_energy_kj_mol": 0.0, "total_charge": 2, "homo_lumo_gap_ev": 9.382, "homo_energy_ev": -13.0072, "lumo_energy_ev": -3.63}